Computed, not measured: a structure of composition C38H41AsBN7OSSn, with ωB97M-V/def2-TZVPD.

For the HOMO energy, the calculation gives -13.78 eV. As for the net charge: +2. Its spin multiplicity is 1. The maximum force comes out at 0.66 eV/A.

Each line ends with the Löwdin charge.
Positions of all 91 atoms, in Å:
Sn1 0.958 0.291 -0.510  1.087
C1 -1.815 1.058 -2.823  -0.004
C2 -0.918 2.152 -2.373  -0.284
C3 -0.925 3.485 -2.757  0.055
C4 0.086 4.100 -2.038  -0.231
C5 0.507 5.528 -2.057  0.006
N1 0.668 3.175 -1.260  0.051
N2 0.055 1.968 -1.467  -0.019
B1 1.878 3.327 -0.312  -0.492
N3 3.054 2.450 -0.787  0.037
N4 2.811 1.179 -1.243  -0.009
C6 3.978 0.713 -1.749  -0.281
C7 4.191 -0.624 -2.372  -0.020
C8 4.937 1.706 -1.643  0.048
C9 4.321 2.792 -1.043  -0.235
C10 4.898 4.114 -0.674  0.009
N5 1.500 2.805 1.091  0.044
N6 1.039 1.521 1.259  0.011
C11 0.712 1.393 2.567  -0.288
C12 0.208 0.155 3.222  -0.010
C13 0.938 2.598 3.207  0.047
C14 1.427 3.468 2.247  -0.234
C15 1.851 4.889 2.399  0.010
H1 -2.050 1.176 -3.879  0.105
H2 -2.752 1.097 -2.269  0.084
H3 -1.376 0.073 -2.678  0.034
H4 -1.585 3.950 -3.467  0.131
H5 -0.130 6.085 -2.739  0.094
H6 1.539 5.632 -2.390  0.094
H7 0.426 5.976 -1.067  0.090
H8 2.203 4.467 -0.262  0.120
H9 3.404 -0.869 -3.079  0.052
H10 4.241 -1.416 -1.623  0.077
H11 5.141 -0.611 -2.900  0.096
H12 5.956 1.652 -1.983  0.130
H13 5.922 4.178 -1.033  0.094
H14 4.908 4.242 0.409  0.093
H15 4.329 4.936 -1.105  0.086
H16 -0.103 -0.578 2.490  0.027
H17 -0.649 0.399 3.850  0.097
H18 0.976 -0.269 3.871  0.098
H19 0.771 2.810 4.249  0.132
H20 1.728 5.193 3.436  0.094
H21 1.255 5.552 1.773  0.091
H22 2.896 5.019 2.123  0.089
S1 0.898 -1.510 -2.173  0.750
C16 1.803 -2.279 -0.886  -0.714
C17 2.232 -3.605 -0.886  -0.052
C18 2.958 -4.060 0.195  -0.018
C19 3.254 -3.203 1.257  -0.034
C20 2.800 -1.908 1.200  -0.098
N7 2.093 -1.462 0.151  -0.078
H23 2.010 -4.244 -1.728  0.123
H24 3.306 -5.084 0.215  0.128
H25 3.831 -3.537 2.106  0.122
H26 3.004 -1.189 1.983  0.132
O1 -0.697 -0.596 0.316  -0.571
As1 -2.021 -1.673 0.333  1.304
C21 -1.496 -3.364 1.037  -0.295
C22 -0.376 -3.498 1.850  -0.088
C23 -0.093 -4.726 2.428  -0.058
C24 -0.925 -5.812 2.201  -0.045
C25 -2.043 -5.678 1.390  -0.046
C26 -2.334 -4.455 0.807  -0.097
C27 -2.830 -2.006 -1.352  -0.329
C28 -3.882 -1.191 -1.758  -0.112
C29 -4.452 -1.384 -3.007  -0.055
C30 -3.974 -2.389 -3.836  -0.041
C31 -2.941 -3.219 -3.417  -0.047
C32 -2.363 -3.031 -2.173  -0.117
C33 -3.276 -0.825 1.478  -0.311
C34 -3.108 0.520 1.794  -0.094
C35 -4.017 1.130 2.646  -0.057
C36 -5.070 0.400 3.177  -0.048
C37 -5.229 -0.943 2.860  -0.050
C38 -4.330 -1.563 2.007  -0.075
H27 0.274 -2.657 2.030  0.077
H28 0.774 -4.833 3.066  0.114
H29 -0.706 -6.765 2.663  0.119
H30 -2.689 -6.526 1.209  0.119
H31 -3.208 -4.360 0.174  0.109
H32 -4.276 -0.434 -1.091  0.111
H33 -5.278 -0.765 -3.326  0.119
H34 -4.418 -2.536 -4.811  0.119
H35 -2.592 -4.015 -4.060  0.118
H36 -1.559 -3.679 -1.844  0.102
H37 -2.276 1.078 1.382  0.098
H38 -3.901 2.175 2.899  0.114
H39 -5.774 0.880 3.844  0.118
H40 -6.050 -1.507 3.279  0.118
H41 -4.457 -2.611 1.762  0.108



Computed, not measured: a cluster of 3 separate species, C38H41BF3NO2 in total, with ωB97M-V/def2-TZVPD.

For the HOMO energy, the calculation gives -5.55 eV. As for the net charge: 0. Its spin multiplicity is 1. The maximum force comes out at 1.89 eV/A. For the relative energy (zero: lowest compared OMol25 entry of this formula, charge and spin), the calculation gives 68.6 kcal per mole.

Each line ends with the Löwdin charge.
Positions of all 86 atoms, in Å:
C1 -1.773 3.940 2.045  -0.027
C2 -0.289 4.216 2.290  -0.513
C3 -0.074 5.555 2.960  -0.052
C4 0.270 3.156 3.269  -0.109
O1 0.526 1.927 2.597  0.054
B1 1.200 2.167 1.408  -0.659
C5 2.694 1.837 1.357  -0.063
C6 3.307 1.284 2.487  0.011
C7 4.680 1.382 2.625  0.002
C8 5.416 1.978 1.610  -0.127
C9 6.888 2.169 1.849  -0.522
F1 7.515 2.801 0.813  0.111
F2 7.110 2.919 2.972  0.117
F3 7.522 0.969 2.034  0.118
C10 4.835 2.416 0.429  0.002
C11 3.457 2.333 0.296  0.004
C12 -0.028 -0.276 0.038  -0.066
C13 -1.267 0.490 0.339  -0.125
C14 0.753 -1.077 0.958  -0.268
C15 1.964 -1.743 0.570  -0.044
C16 2.542 -2.729 1.371  -0.112
C17 2.037 -2.990 2.655  -0.117
C18 0.975 -2.212 3.132  -0.102
C19 0.395 -1.234 2.322  -0.058
O2 0.629 2.935 0.406  0.063
C20 0.422 4.256 0.912  -0.105
H1 -1.911 2.965 1.541  0.079
H2 -2.317 3.928 3.004  0.092
H3 -2.193 4.731 1.400  0.092
H4 1.002 5.694 3.113  0.090
H5 -0.448 6.375 2.338  0.094
H6 -0.567 5.578 3.939  0.095
H7 1.207 3.500 3.729  0.138
H8 -0.461 2.949 4.057  0.140
H9 2.712 0.821 3.272  0.127
H10 5.171 1.021 3.525  0.128
H11 5.438 2.840 -0.363  0.119
H12 2.971 2.695 -0.608  0.126
H13 0.597 0.225 -0.713  0.106
H14 -1.303 1.382 -0.276  0.081
H15 -2.155 -0.059 0.057  0.027
H16 -1.441 0.793 1.361  0.064
H17 2.462 -1.484 -0.365  0.113
H18 3.402 -3.315 1.021  0.103
H19 2.490 -3.766 3.287  0.096
H20 0.622 -2.368 4.158  0.100
H21 -0.299 -0.526 2.773  0.102
H22 -0.197 4.793 0.184  0.140
H23 1.400 4.755 0.987  0.138
C21 -4.948 -0.859 -0.236  -0.014
C22 -4.046 -0.741 -1.393  -0.213
N1 -4.300 0.089 -2.437  -0.045
C23 -5.399 1.035 -2.485  -0.004
C24 -3.316 -0.049 -3.420  -0.157
C25 -2.393 -1.024 -2.965  -0.114
C26 -1.227 -1.244 -3.676  -0.020
C27 -1.024 -0.549 -4.878  -0.076
C28 -1.959 0.408 -5.325  -0.085
C29 -3.119 0.679 -4.578  -0.021
C30 -2.853 -1.481 -1.656  -0.153
C31 -2.116 -2.260 -0.761  0.009
C32 -1.358 -3.402 -1.149  -0.218
C33 -1.498 -4.028 -2.420  -0.041
C34 -0.667 -5.073 -2.777  -0.043
C35 0.298 -5.542 -1.879  -0.281
C36 1.247 -6.616 -2.303  -0.065
C37 0.361 -5.020 -0.579  -0.040
C38 -0.491 -4.008 -0.205  -0.019
H24 -4.638 -1.738 0.351  0.090
H25 -4.937 0.020 0.441  0.099
H26 -5.990 -1.023 -0.575  0.093
H27 -5.322 1.611 -3.410  0.080
H28 -6.373 0.527 -2.463  0.097
H29 -5.355 1.725 -1.630  0.101
H30 -0.508 -1.980 -3.315  0.110
H31 -0.129 -0.757 -5.474  0.102
H32 -1.764 0.948 -6.258  0.101
H33 -3.835 1.442 -4.882  0.099
H34 -2.233 -2.120 0.323  0.125
H35 -2.273 -3.675 -3.102  0.118
H36 -0.771 -5.543 -3.756  0.117
H37 1.911 -6.888 -1.472  0.075
H38 0.716 -7.520 -2.642  0.084
H39 1.869 -6.270 -3.144  0.085
H40 1.063 -5.439 0.144  0.113
H41 -0.514 -3.628 0.818  0.111